No. 1
Below is a cluster of 3 separate species, C4H13NO4S in total, with properties calculated with ωB97M-V/def2-TZVPD.

Bonds (Å) are listed after each position.
Geometry (Å):
1 C -0.645 -0.433 1.637  C2 1.522, H9 1.092, H10 1.090, H11 1.091
2 C 0.179 0.689 1.020  C1 1.522, C3 1.529, N5 1.475, H12 1.090
3 C 1.683 0.471 1.185  C2 1.529, S4 1.809, H13 1.091, H14 1.086
4 S 2.254 0.795 2.870  C3 1.809, H15 1.337
5 N -0.173 0.883 -0.400  C2 1.475, C6 1.354, H16 1.008
6 C 0.126 -0.039 -1.346  N5 1.354, O7 1.210, O8 1.363
7 O 0.808 -1.027 -1.189  C6 1.210
8 O -0.364 0.226 -2.590  C6 1.363, H17 0.973
9 H -0.301 -1.404 1.273  C1 1.092
10 H -0.568 -0.438 2.724  C1 1.090
11 H -1.695 -0.342 1.358  C1 1.091
12 H -0.067 1.640 1.493  C2 1.090
13 H 2.223 1.166 0.541  C3 1.091
14 H 1.965 -0.526 0.861  C3 1.086
15 H 1.894 -0.364 3.433  S4 1.337
16 H -0.976 1.469 -0.565  N5 1.008
17 H -1.125 0.832 -2.582  O8 0.973
18 O -2.940 0.394 -1.430  H19 0.958, H20 0.985
19 H -3.887 0.456 -1.558  O18 0.958
20 H -2.719 -0.549 -1.609  O18 0.985
21 O -1.941 -2.105 -2.123  H22 0.962, H23 0.966
22 H -1.321 -2.503 -1.505  O21 0.962
23 H -1.357 -1.768 -2.816  O21 0.966

Calculated values
structure (SMILES) = C[C@@H](CS)NC(=O)O.O.O
gap between HOMO and LUMO = 9.57 eV
HOMO = -9.14 eV

No. 2
Below is a cluster of 2 separate species, C4H13NOP in total in a non-equilibrium geometry, with properties calculated with ωB97M-V/def2-TZVPD.

Bonds (Å) are listed after each position.
Geometry (Å):
1 C 0.277 -1.793 -0.794  C4 1.506, H8 1.131, H9 1.025, H10 1.095
2 C 1.262 2.255 -1.428  N5 1.452, H11 1.051, H12 1.069, H13 1.038
3 C -0.405 1.451 0.180  N5 1.325, H14 1.137, H15 1.150
4 C 0.639 -0.992 0.430  C1 1.506, P7 1.750, H16 1.095
5 N -0.074 1.837 -1.043  C2 1.452, C3 1.325, H17 0.988
6 O -2.175 -1.313 1.160  P7 1.632, H19 0.971
7 P -0.604 -1.406 1.590  C4 1.750, O6 1.632, H18 1.524, H20 1.379
8 H 0.610 -2.867 -0.677  C1 1.131
9 H 0.857 -1.434 -1.558  C1 1.025
10 H -0.756 -1.711 -1.150  C1 1.095
11 H 1.429 3.166 -0.931  C2 1.051
12 H 1.983 1.554 -1.065  C2 1.069
13 H 1.319 2.352 -2.459  C2 1.038
14 H 0.345 1.734 0.985  C3 1.137
15 H -1.480 1.110 0.407  C3 1.150
16 H 1.547 -0.792 1.009  C4 1.095
17 H -0.785 1.524 -1.653  N5 0.988
18 H -0.574 -0.698 2.940  P7 1.524
19 H -2.804 -1.312 1.900  O6 0.971
20 H -0.613 -2.664 2.157  P7 1.379

Calculated values
⟨S²⟩ = 2.008
multiplicity = 3
total charge = +1
gap between HOMO and LUMO (spin up / spin down) = 5.47 / 7.78 eV
HOMO (spin up / spin down) = -9.05 / -13.88 eV

No. 3
Below is a cluster of 2 separate species, C4H13NOP2 in total, with properties calculated with ωB97M-V/def2-TZVPD.

Bonds (Å) are listed after each position.
Geometry (Å):
1 C 2.254 0.093 -2.404  C3 1.522, H9 1.090, H10 1.090, H11 1.090
2 C -2.437 -2.096 2.594  P8 1.838, H12 1.090, H13 1.089, H14 1.091
3 C 1.249 -0.093 -1.276  C1 1.522, C4 1.529, H15 1.093, H16 1.092
4 C 1.162 1.150 -0.388  C3 1.529, N5 1.453, H17 1.095, H18 1.093
5 N 0.337 0.974 0.796  C4 1.453, P7 1.684, H19 1.011
6 O -1.757 1.907 -0.332  P7 1.659, H20 0.959
7 P -1.325 0.710 0.732  N5 1.684, O6 1.659, H21 1.415
8 P -0.726 -1.429 2.682  C2 1.838
9 H 3.270 0.142 -2.011  C1 1.090
10 H 2.195 -0.739 -3.106  C1 1.090
11 H 2.048 1.016 -2.946  C1 1.090
12 H -2.847 -1.957 1.593  C2 1.090
13 H -3.080 -1.599 3.318  C2 1.089
14 H -2.405 -3.163 2.822  C2 1.091
15 H 1.525 -0.954 -0.663  C3 1.093
16 H 0.260 -0.282 -1.699  C3 1.092
17 H 2.163 1.443 -0.054  C4 1.095
18 H 0.736 1.974 -0.964  C4 1.093
19 H 0.775 0.402 1.505  N5 1.011
20 H -1.918 2.748 0.100  O6 0.959
21 H -1.478 -0.245 -0.300  P7 1.415

Calculated values
gap between HOMO and LUMO (spin up / spin down) = 6.82 / 6.53 eV
HOMO (spin up / spin down) = -7.80 / -7.33 eV